A structure of composition C9H26BrCoN4O3, computed with ωB97M-V/def2-TZVPD.

```
44
Properties=species:S:1:pos:R:3:mulliken_charge:R:1
Co -6.329 -29.196 5.782 0.5972
Br -8.088 -27.218 5.649 -0.6110
C -8.499 -25.579 0.266 -1.3615
C -8.436 -25.672 1.782 0.2187
C -9.595 -24.801 2.507 0.3971
O -9.539 -23.457 2.063 -0.2925
C -10.477 -22.611 2.644 -0.6531
N -8.441 -27.090 2.064 -0.6127
H -9.534 -25.443 -0.048 0.3205
H -7.983 -26.302 -0.365 0.3931
H -7.940 -24.647 0.172 0.3246
H -7.483 -25.304 2.164 0.3449
H -9.310 -24.976 3.545 -0.5597
H -10.579 -25.233 2.329 0.3715
H -11.370 -22.632 2.019 0.3498
H -10.059 -21.625 2.440 0.2903
H -10.725 -22.666 3.704 0.1445
H -9.326 -27.421 1.706 0.3056
H -8.563 -27.235 3.057 0.1087
C -14.242 -24.974 8.915 -1.5353
C -12.826 -24.491 9.161 0.3897
C -11.823 -25.664 8.944 -0.6773
O -10.528 -25.290 9.522 -0.3458
C -9.450 -26.099 9.216 -0.5286
N -12.657 -23.268 8.398 -0.6187
H -15.093 -24.327 8.703 0.4109
H -14.563 -25.362 9.883 0.3722
H -14.333 -25.719 8.125 0.3250
H -12.785 -24.179 10.205 0.3030
H -11.562 -25.886 7.909 0.3262
H -12.250 -26.607 9.286 0.4318
H -8.520 -25.722 9.643 0.2418
H -9.326 -26.272 8.147 0.1245
H -9.468 -26.998 9.832 0.3588
H -11.774 -23.005 8.811 0.2917
H -12.516 -23.488 7.422 0.2455
C -8.670 -23.079 6.822 0.9196
O -8.759 -22.002 7.355 -0.2413
N -9.552 -23.497 5.973 0.0257
N -7.688 -23.892 6.956 -0.2176
H -10.381 -22.944 5.807 0.1175
H -9.374 -24.333 5.434 -0.0329
H -6.947 -23.645 7.596 0.2484
H -7.773 -24.835 6.605 -0.0108
```

Output
Relative energy (zero: lowest compared OMol25 entry of this formula, charge and spin) (kJ/mol): 267.4
Highest occupied orbital energy (spin up / spin down) (eV): -11.63 / -11.63
Kohn-Sham gap (spin up / spin down) (Ha): 0.258 / 0.105
E (eV): -129514.204
Maximum force (eV/Å): 5.6
Charge: +1
Multiplicity: 4

An isolated molecule of C5H5BN2O4, computed with ωB97M-V/def2-TZVPD.

```
17
Properties=species:S:1:pos:R:3:mulliken_charge:R:1
B 0.567 1.595 0.430 0.8528
C -1.033 -1.191 -0.480 -0.4508
C -0.750 -0.725 0.911 -0.3098
C 0.048 -1.487 -1.236 -0.3343
C 2.086 -0.574 -0.156 -0.0868
C -0.004 0.333 1.283 -0.0941
N 1.306 -1.212 -0.783 -0.1198
N 0.022 0.670 2.620 0.9544
O 0.427 -0.200 3.431 -0.5861
O -0.404 1.752 2.971 -0.5446
O -0.051 2.024 -0.677 -0.5600
O 1.498 2.365 1.053 -0.5145
H -2.095 -1.195 -0.812 0.3407
H -1.257 -1.463 1.521 0.4130
H -0.062 -2.010 -2.126 0.4533
H 0.055 2.759 -1.200 0.2892
H 1.671 3.286 0.793 0.2975
```

Output
Highest occupied orbital energy (eV): -9.81
Kohn-Sham gap (Ha): 0.344
E (eV): -17108.973
Maximum force (eV/Å): 5.3
Charge: 0
Multiplicity: 1

A cluster of 2 separate species, C6H10ClN2 in total, computed with ωB97M-V/def2-TZVPD.

```
19
Properties=species:S:1:pos:R:3:mulliken_charge:R:1
C 1.032 0.711 1.077 -0.1676
C 1.701 0.508 -0.077 0.3403
C -0.040 -0.909 -0.102 -0.5485
C 2.949 1.141 -0.594 -1.1791
C -2.497 0.663 -1.249 -0.5460
C -3.020 1.403 -0.239 -0.1916
N 0.943 -0.443 -0.816 0.1134
N -0.082 -0.154 1.114 0.0133
Cl -4.022 0.533 0.932 -0.1533
H 1.037 1.172 2.059 0.4014
H 2.760 2.183 -0.878 0.3081
H 3.701 1.217 0.222 0.3079
H 3.408 0.675 -1.548 0.3381
H -0.741 -1.465 -0.531 0.6420
H -2.536 -0.431 -1.318 0.2580
H -1.722 1.024 -1.950 0.2769
H -2.971 2.463 -0.089 0.3851
H 1.222 -0.679 -1.699 0.1625
H -0.769 -0.085 1.808 0.2392
```

Output
Relative energy (zero: lowest compared OMol25 entry of this formula, charge and spin) (kJ/mol): 165.5
Highest occupied orbital energy (eV): -13.01
Kohn-Sham gap (Ha): 0.342
E (eV): -21878.764
Maximum force (eV/Å): 6.4
Charge: +1
Multiplicity: 1

An isolated molecule of C9H8BrN3O2, computed with ωB97M-V/def2-TZVPD.

```
23
Properties=species:S:1:pos:R:3:mulliken_charge:R:1
C -2.732 -1.694 -0.612 -0.6815
C -2.150 -1.995 0.603 -0.4829
C -2.192 -0.552 -1.304 -0.4740
C -0.969 -1.313 0.951 -0.3493
C -1.019 0.154 -1.011 -0.6452
C -0.390 -0.323 0.186 0.7602
C 0.616 1.840 0.993 -0.8616
C 0.808 0.307 0.767 0.2344
C 2.072 0.123 -0.061 -0.1418
N 1.904 2.442 1.164 0.0509
N 2.870 1.901 0.792 -0.1642
N 2.168 0.534 -1.392 1.1098
O 1.486 1.462 -1.785 -0.6299
O 3.087 0.048 -2.043 -0.6490
Br 3.168 -1.344 0.354 -0.0898
H -3.532 -2.307 -0.944 0.4332
H -2.551 -2.716 1.274 0.4171
H -2.731 -0.096 -2.175 0.2675
H -0.392 -1.618 1.934 0.1369
H -0.732 0.940 -1.630 0.4947
H 0.151 2.254 0.222 0.4200
H -0.021 2.130 1.910 0.3594
H 1.081 -0.178 1.807 0.4852
```

Output
Relative energy (zero: lowest compared OMol25 entry of this formula, charge and spin) (kJ/mol): 610.4
Highest occupied orbital energy (eV): -8.75
Kohn-Sham gap (Ha): 0.284
E (eV): -88064.189
Maximum force (eV/Å): 5.1
Charge: 0
Multiplicity: 1